{
  "formula": "C3H9NOP2",
  "method": "wB97M-V/def2-TZVPD",
  "largest_force_ha_per_bohr": 0.05351,
  "e_above_lowest_kcal_mol": 23.2,
  "homo_lumo_gap_ev": 10.0626,
  "energy_ev": -25369.6207,
  "total_charge": 0,
  "smiles": "[H]/N=C(\\P)[C@@H](O)CP",
  "species": ["H", "N", "C", "P", "C", "O", "C", "P", "H", "H", "H", "H", "H", "H", "H", "H"],
  "coordinates": [[-2.529463, -0.005519, 1.870507], [-1.843345, -0.480795, 1.276470], [-0.899831, 0.286776, 0.888619], [-0.618522, 2.144714, 1.166567], [0.351541, -0.368264, 0.393426], [0.407863, -1.695579, 0.941536], [0.272391, -0.506745, -1.244768], [1.900875, -0.687778, -2.107100], [-1.829205, 2.546804, 0.799341], [-0.060269, 2.317120, -0.221610], [1.283094, 0.154127, 0.776339], [-0.543178, -1.841015, 1.171882], [-0.291231, -1.475380, -1.515755], [-0.314183, 0.369192, -1.625365], [2.209032, -1.313477, -0.866735], [2.504431, 0.555817, -1.703355]],
  "forces_ev_per_angstrom": [[-0.173, -0.027, -0.698], [0.544, 0.883, 0.449], [-0.118, 0.776, 1.075], [2.152, -1.319, -1.095], [0.720, -1.866, -1.604], [-0.594, 0.744, -0.234], [-1.344, 0.557, 0.689], [0.027, 0.072, 1.105], [-2.104, 0.697, -0.561], [-0.510, -0.089, 1.492], [-1.072, -0.241, -0.826], [0.712, -0.302, -0.028], [0.621, 1.552, 0.774], [0.365, -0.813, 0.066], [1.042, -0.320, -0.549], [-0.270, -0.305, -0.056]],
  "lowdin_charge": [0.064, 0.097, -0.616, 0.858, -0.483, -0.099, -0.488, 0.764, -0.168, -0.055, 0.132, 0.064, 0.093, 0.051, -0.098, -0.117]
}

---

{
  "formula": "CHF2O3P",
  "method": "wB97M-V/def2-TZVPD",
  "largest_force_ha_per_bohr": 0.05390,
  "e_above_lowest_kcal_mol": 31.8,
  "homo_lumo_gap_ev": 6.9965,
  "energy_ev": -21919.5795,
  "total_charge": -2,
  "species": ["C", "O", "O", "O", "F", "F", "P", "H"],
  "coordinates": [[0.824961, 0.071963, 0.108052], [-1.180182, -0.689416, -1.515618], [-1.996390, 0.887291, 0.250820], [-1.008228, -1.417509, 0.987498], [1.555837, 1.628026, -0.610042], [1.300616, 0.254899, 1.299802], [-1.075740, -0.293767, -0.069520], [1.579129, -0.441489, -0.450994]],
  "forces_ev_per_angstrom": [[-0.068, 2.285, -1.568], [0.492, -0.627, -0.515], [1.188, -0.495, 0.477], [0.221, 0.646, -0.707], [-0.876, -1.504, 0.592], [0.345, 0.215, 1.847], [-1.268, 0.240, 0.509], [-0.033, -0.760, -0.635]],
  "lowdin_charge": [-0.187, -0.481, -0.493, -0.490, -0.437, -0.006, 0.028, 0.066]
}

---

{
  "formula": "C2HNO4P",
  "method": "wB97M-V/def2-TZVPD",
  "largest_force_ha_per_bohr": 0.07022,
  "e_above_lowest_kcal_mol": 44.4,
  "homo_lumo_gap_ev": 9.1662,
  "energy_ev": -21060.7862,
  "total_charge": -1,
  "species": ["C", "C", "N", "O", "O", "O", "O", "P", "H"],
  "coordinates": [[-0.332805, 1.384552, -0.021744], [0.293668, 0.475418, -0.955015], [-0.782564, 2.177615, 0.679049], [0.560966, -2.282553, 0.139614], [0.409129, -0.449302, 2.025934], [1.401376, 0.027472, -0.852718], [-1.402117, -0.585905, 0.217049], [-0.035070, -1.080208, 0.755474], [-0.112583, 0.332912, -1.987644]],
  "forces_ev_per_angstrom": [[-0.322, 1.386, 0.374], [-0.442, 1.082, -3.416], [0.192, 0.417, -0.317], [-0.098, 0.149, 0.274], [0.212, -0.399, -0.903], [1.561, -0.180, 1.125], [2.139, -1.138, -0.014], [-2.270, -1.718, 1.936], [-0.973, 0.401, 0.942]],
  "lowdin_charge": [-0.267, -0.377, 0.175, -0.328, -0.321, 0.030, -0.333, 0.276, 0.145]
}

---

{
  "formula": "C21H26N4O3",
  "method": "wB97M-V/def2-TZVPD",
  "largest_force_ha_per_bohr": 0.02944,
  "e_above_lowest_kcal_mol": 125.7,
  "homo_lumo_gap_ev": 7.8994,
  "energy_ev": -34298.7808,
  "total_charge": 0,
  "smiles": "COc1cccc(CN2CCN(Cc3cccc4nonc34)C[C@@H]2CCO)c1",
  "species": ["C", "O", "C", "C", "C", "C", "C", "C", "N", "C", "C", "N", "C", "C", "C", "C", "C", "C", "N", "O", "N", "C", "C", "C", "C", "C", "O", "C", "H", "H", "H", "H", "H", "H", "H", "H", "H", "H", "H", "H", "H", "H", "H", "H", "H", "H", "H", "H", "H", "H", "H", "H", "H", "H"],
  "coordinates": [[5.330632, -2.723929, 0.463451], [5.977745, -1.730413, -0.301128], [5.396288, -0.505648, -0.375770], [5.939901, 0.380558, -1.307855], [5.396060, 1.637463, -1.464192], [4.292689, 2.022902, -0.719385], [3.746730, 1.150866, 0.211935], [2.567975, 1.565089, 1.053872], [1.449733, 0.612779, 1.086479], [0.720091, 0.819261, 2.334858], [-0.516436, -0.059432, 2.445695], [-1.405232, 0.274096, 1.354123], [-2.698641, -0.374589, 1.452246], [-3.697482, 0.255333, 0.528279], [-3.650723, 1.567723, 0.149475], [-4.611587, 2.155456, -0.711224], [-5.661918, 1.455291, -1.224936], [-5.754979, 0.097792, -0.862934], [-6.622756, -0.846328, -1.178084], [-6.215786, -1.947936, -0.553705], [-5.110024, -1.769842, 0.164830], [-4.773223, -0.502066, 0.010685], [-0.724994, -0.069265, 0.120453], [0.547172, 0.766840, -0.063997], [1.225852, 0.372534, -1.386975], [1.488134, -1.131074, -1.534437], [2.041993, -1.733397, -0.390250], [4.323484, -0.097044, 0.406466], [4.278235, -2.816548, 0.179320], [5.855271, -3.652515, 0.243821], [5.406022, -2.514953, 1.535837], [6.783636, 0.056888, -1.896127], [5.823331, 2.320560, -2.183195], [3.856510, 3.000893, -0.865495], [2.215726, 2.559263, 0.732426], [2.930000, 1.665959, 2.082582], [1.396870, 0.590394, 3.162522], [0.397575, 1.870455, 2.425756], [-1.013728, 0.148770, 3.395963], [-0.224255, -1.124484, 2.426779], [-3.060271, -0.254262, 2.479800], [-2.650050, -1.457481, 1.245387], [-2.842132, 2.177722, 0.521513], [-4.495253, 3.200072, -0.959336], [-6.396830, 1.894065, -1.878525], [-1.391412, 0.131611, -0.721566], [-0.473979, -1.141950, 0.118515], [0.237896, 1.827943, -0.141319], [2.168337, 0.908853, -1.477661], [0.581559, 0.685902, -2.210817], [2.190311, -1.292225, -2.361052], [0.552010, -1.648873, -1.794919], [1.875204, -1.132298, 0.357637], [3.912946, -0.744249, 1.162922]],
  "forces_ev_per_angstrom": [[-0.164, -0.215, 0.136], [0.135, 0.291, -0.190], [-0.017, 0.173, -0.026], [0.024, -0.169, 0.055], [0.039, -0.043, -0.025], [-0.110, 0.018, 0.185], [0.279, 0.206, -0.054], [0.114, -0.011, 0.026], [-0.026, -0.021, 0.103], [-0.158, -0.171, 0.299], [0.187, 0.248, 0.079], [-0.094, -0.075, 0.055], [0.116, -0.012, 0.115], [0.292, 0.462, 0.077], [0.266, -0.672, 0.407], [-0.682, -0.014, -0.450], [0.107, 0.549, -0.098], [0.421, -1.273, 0.702], [-0.272, 0.942, -0.491], [-0.097, -0.230, -0.004], [0.893, 0.222, 0.576], [-1.228, -0.154, -0.802], [0.163, 0.233, -0.068], [-0.297, -0.055, -0.476], [0.138, -0.146, 0.222], [-0.196, 0.013, -0.428], [-0.014, -0.182, 0.346], [0.146, -0.073, 0.031], [0.052, 0.012, 0.027], [-0.047, 0.041, 0.059], [-0.005, -0.004, -0.033], [0.102, -0.052, -0.075], [0.049, 0.040, -0.073], [-0.077, 0.085, -0.009], [0.015, -0.063, 0.066], [-0.108, 0.047, -0.061], [-0.026, 0.078, -0.033], [0.036, -0.048, 0.026], [0.030, -0.037, -0.014], [-0.031, 0.027, 0.030], [0.033, -0.107, -0.039], [0.027, 0.061, 0.065], [0.117, 0.027, 0.044], [-0.031, 0.078, -0.047], [-0.050, 0.129, -0.081], [0.083, -0.038, -0.028], [-0.014, 0.003, -0.061], [0.014, -0.111, 0.071], [-0.145, 0.029, -0.132], [-0.003, 0.050, -0.023], [-0.143, 0.040, 0.006], [0.100, 0.080, -0.039], [0.104, -0.068, 0.016], [-0.049, -0.142, 0.033]],
  "lowdin_charge": [-0.077, -0.076, -0.263, -0.006, -0.077, -0.071, -0.230, -0.131, -0.137, -0.166, -0.173, -0.171, -0.140, -0.148, -0.018, -0.058, -0.013, -0.227, 0.128, -0.054, 0.136, -0.185, -0.138, -0.277, -0.106, -0.251, -0.092, 0.019, 0.083, 0.093, 0.094, 0.116, 0.104, 0.109, 0.130, 0.130, 0.124, 0.132, 0.125, 0.134, 0.138, 0.133, 0.116, 0.107, 0.113, 0.135, 0.130, 0.152, 0.094, 0.124, 0.120, 0.108, 0.047, 0.113]
}